(1)
Below is a molecular structure, C49H52Cl5N5O3STa, with properties calculated with wB97M-V/def2-TZVPD.

XYZ file:
```
116
C49H52Cl5N5O3STa (wB97M-V/def2-TZVPD)
Ta 0.30397 0.00962 1.09527
Cl 3.86142 1.10502 0.45131
C 3.30484 1.09010 2.08931
C 1.95392 0.83144 2.37362
C 1.66110 0.55983 3.70125
Cl 0.07176 -0.11023 3.98326
C 2.57331 0.67338 4.73813
Cl 2.10948 0.30647 6.34757
C 3.86645 1.07290 4.43436
Cl 5.01154 1.28615 5.68852
C 4.24191 1.24936 3.10269
Cl 5.86788 1.62491 2.70638
C -3.51862 -4.74066 -2.67911
O -3.75951 -5.77252 -1.72402
C -2.70764 -6.21244 -1.00900
C -1.40750 -5.74546 -1.18006
C -0.40056 -6.19154 -0.33562
C -0.67030 -7.12638 0.65813
C -1.95026 -7.67253 0.74117
C -2.96840 -7.20018 -0.06146
N 0.27954 -7.60002 1.62444
N 1.17972 -6.85678 2.07269
C 1.24680 -5.45649 1.79297
C 2.44960 -4.92019 1.40646
C 2.60363 -3.53736 1.16802
C 1.53208 -2.71647 1.29835
O 1.51707 -1.38988 1.09337
C 0.29055 -3.22367 1.69868
N -0.72840 -2.31419 1.78390
C -1.89287 -2.73034 2.23116
C -2.11208 -4.04219 2.67433
C -1.09824 -4.95603 2.58763
C 0.14123 -4.57736 2.02690
H -4.49190 -4.43669 -3.04882
H -2.91422 -5.10686 -3.51187
H -3.01860 -3.88215 -2.22430
H -1.16451 -5.04325 -1.96540
H 0.60851 -5.82101 -0.47139
H -2.13804 -8.44274 1.48140
H -3.97814 -7.58649 0.02054
H 3.28721 -5.59383 1.25882
H 3.56603 -3.12300 0.87829
H -2.69160 -1.99443 2.26338
H -3.07569 -4.31484 3.08241
H -1.23458 -5.95993 2.96581
C 0.13669 -3.88468 -5.09879
C 0.84391 -4.31724 -3.98434
C 1.00879 -3.47231 -2.89362
C 0.45970 -2.18730 -2.88944
C -0.21930 -1.75222 -4.03163
C -0.38278 -2.59542 -5.12336
C 0.66634 -1.35921 -1.66586
C -0.19634 -0.56366 -0.99245
C -1.62879 -0.39194 -1.39708
C -2.06837 0.73413 -2.09430
C -3.37819 0.81966 -2.54822
C -4.27879 -0.21054 -2.29826
C -3.86114 -1.32174 -1.57520
C -2.54749 -1.40880 -1.12637
H 0.01009 -4.54224 -5.95159
H 1.28031 -5.31162 -3.97209
H 1.57478 -3.80682 -2.02554
H -0.60038 -0.74054 -4.07590
H -0.90903 -2.23848 -6.00264
H 1.66834 -1.46917 -1.25287
H -1.35926 1.52997 -2.29624
H -3.70105 1.69360 -3.10765
H -5.29663 -0.15051 -2.66948
H -4.55603 -2.13176 -1.37541
H -2.21335 -2.28740 -0.57858
C 4.78792 6.27016 1.77128
C 3.31518 5.89342 1.92603
C 3.06853 4.40935 1.67028
C 1.61947 3.98857 1.88241
N 0.71287 4.52047 0.85985
C 0.53160 3.95388 -0.35181
S 0.85786 2.32094 -0.70767
N 0.05569 4.76548 -1.30260
C -0.21476 4.42367 -2.70789
C -0.00521 5.63156 -3.61567
C 1.45257 6.07068 -3.82304
C 2.13559 6.73797 -2.62123
H 4.94643 7.33206 1.97078
H 5.14223 6.05791 0.75852
H 5.40604 5.70029 2.47205
H 2.71925 6.49736 1.22959
H 2.97893 6.14118 2.93898
H 3.69779 3.81687 2.34571
H 3.36329 4.15165 0.64658
H 1.26340 4.33977 2.85368
H 1.52928 2.91415 1.85910
H 0.56879 5.51767 0.89698
H -0.11522 5.72535 -1.05158
H -1.24468 4.06753 -2.79972
H 0.44512 3.61191 -2.99952
H -0.59584 6.47828 -3.23699
H -0.42589 5.36779 -4.58753
H 1.46173 6.77948 -4.65282
H 2.04285 5.20418 -4.13895
H 1.53193 7.57169 -2.24105
H 3.10571 7.14528 -2.91360
H 2.31517 6.03340 -1.80539
C -1.57423 2.70744 3.14764
C -2.17899 1.82653 2.06300
C -3.18823 0.85010 2.64245
C -2.84104 2.70124 1.01147
O -1.10902 1.04728 1.45420
H -1.11175 2.10937 3.93474
H -2.36006 3.31976 3.59508
H -0.81910 3.36722 2.71021
H -4.01008 1.39480 3.10787
H -2.71476 0.21803 3.40461
H -3.59134 0.21465 1.84621
H -3.63050 3.29051 1.48337
H -3.27530 2.09050 0.22497
H -2.10908 3.37785 0.56689
```

- HOMO: -10.17 eV
- Charge: +1

Mulliken population analysis, charges in e, atoms 1 to 99: -1.9679, -0.1101, 1.0105, -1.0776, 0.7695, -0.1495, 0.0278, -0.1867, 0.4710, -0.1720, 0.2811, -0.1230, -0.0624, -0.4526, 0.7465, 0.5812, -0.4097, -0.8430, -0.1073, -0.8400, -0.4076, -0.5703, 0.0500, -0.4491, -0.7388, -0.1686, 0.1284, 0.5071, 0.2001, -0.3073, -1.3279, -1.1604, 1.1493, 0.2998, 0.3712, -0.3103, 0.0129, 0.6807, 0.4737, 0.4552, 0.4581, 0.5272, 0.3817, 0.5017, 0.6698, -0.4999, -0.6057, -0.2353, -0.1268, -0.0518, -0.8336, -0.3296, -0.6821, 0.5041, -0.4516, -0.4628, -1.0018, -0.8816, 0.1310, 0.4226, 0.4167, 0.3742, 0.5034, 0.4409, 1.0071, 0.4403, 0.4064, 0.3989, 0.5907, 0.6224, -1.3663, -0.3516, -0.2434, 0.1222, -0.0923, 0.2257, -0.0086, -0.0791, -0.4683, -1.0305, -0.4256, -0.8799, 0.4136, 0.3154, 0.3139, 0.2553, 0.3419, 0.1193, 0.3162, 0.5785, -0.9422, 0.3693, 0.3270, 0.1172, 0.5589, 0.4031, 0.3657, 0.3380, 0.3038

(2)
Below is 2 unconnected molecules or ions with the total composition C14H17N3, with properties calculated with wB97M-V/def2-TZVPD.

XYZ file:
```
34
C14H17N3 (wB97M-V/def2-TZVPD)
C 2.07554 1.34934 -0.20351
C 2.93801 2.50513 0.42063
C 0.66849 1.73519 -0.49776
C -0.13122 1.29393 -1.51570
C -1.24493 2.64764 -0.20304
N -0.08193 2.49038 0.38015
N -1.33225 1.92220 -1.33675
H 2.56270 1.07040 -1.13801
H 2.07598 0.62161 0.59706
H 2.94889 3.36682 -0.24851
H 0.18828 0.60901 -2.28115
H -2.03428 3.23945 0.23219
H -2.10030 1.87035 -1.98369
H 3.99163 2.22319 0.31454
H 2.65593 2.48697 1.46645
C 1.83019 -2.18498 1.06186
C -0.05753 -1.07019 2.27643
C 0.37429 -1.89792 1.28607
C -1.65992 -1.01813 0.71428
C -0.60626 -1.82177 0.21916
C -2.76695 -0.71878 -0.06949
C -0.64656 -2.36102 -1.06230
C -2.80878 -1.26280 -1.35482
C -1.83855 -2.18402 -1.75050
N -1.30643 -0.54114 1.94849
H 0.45020 -0.62375 3.11307
H -1.89651 -0.18323 2.67835
H 2.56002 -1.95768 1.84071
H 2.21536 -1.73884 0.15588
H -3.68231 -0.26390 0.28092
H 0.17038 -2.89064 -1.51951
H -3.51934 -0.85425 -2.05881
H -1.94395 -2.59359 -2.74712
H 1.95212 -3.26497 0.98444
```

- HOMO: -7.86 eV
- Charge: 0

Computed Mulliken charges, given in elementary charges: -0.1027, -1.3376, 0.9244, -1.0180, -0.3503, -0.5586, 0.0811, 0.4519, -0.2418, 0.3365, 0.4093, 0.4376, 0.2253, 0.3900, 0.3259, -1.6456, -0.6247, 0.3700, -0.8318, 1.5104, -0.9771, -0.2387, -0.4598, -0.6372, 0.0683, 0.4195, 0.2446, 0.4457, 0.3470, 0.4137, 0.4456, 0.4625, 0.3111, 0.4036

(3)
Below is a single C20H24N2O6S2 molecule, with properties calculated with wB97M-V/def2-TZVPD.

XYZ file:
```
54
C20H24N2O6S2 (wB97M-V/def2-TZVPD)
O -2.28305 2.20709 -1.00237
C -1.37526 1.40517 -1.09032
N -0.11048 1.75358 -1.44353
C 0.15013 3.16213 -1.72080
C 1.17039 3.75667 -0.81163
C 1.10730 4.14182 0.49533
C 2.39817 4.61929 0.83151
C 3.14958 4.49025 -0.29386
O 2.41869 3.96672 -1.29356
H 4.17285 4.72551 -0.50764
H 2.71507 5.00611 1.77763
H 0.24798 4.09528 1.13160
H -0.81083 3.66677 -1.58205
H 0.47380 3.28374 -2.75816
C 0.95436 0.77852 -1.58818
C 1.89226 1.03289 -2.75311
H 1.43678 0.89520 -3.72759
H 2.42391 1.97665 -2.68912
S 3.10434 -0.30854 -2.47114
O 4.43294 0.14022 -2.77494
O 2.63534 -1.49548 -3.12888
C 2.84973 -0.46462 -0.66554
C 1.86459 0.64188 -0.34972
H 2.39409 1.57814 -0.17532
H 1.28481 0.40436 0.54189
H 3.80656 -0.35434 -0.16812
H 2.43882 -1.45332 -0.48502
H 0.48589 -0.19795 -1.76233
C -1.58896 -0.04949 -0.78934
C -1.25692 -0.53736 0.46798
C -1.45560 -1.87149 0.75550
C -1.99361 -2.73505 -0.17842
C -2.36654 -2.24006 -1.41875
C -2.16863 -0.90256 -1.72260
H -2.44914 -0.51764 -2.69143
H -2.80065 -2.89917 -2.15458
H -2.09852 -3.77896 0.07076
S -0.91656 -2.46898 2.36635
O 0.14796 -1.60401 2.78734
O -0.67152 -3.87442 2.25433
N -2.16549 -2.27642 3.44712
C -3.36866 -3.02271 3.15047
H -3.80940 -3.34511 4.09830
H -3.10250 -3.90389 2.57041
C -4.30504 -2.04419 2.41859
H -4.23862 -2.18172 1.33967
H -5.33990 -2.20145 2.71600
C -3.79814 -0.64663 2.81970
H -3.51316 -0.07151 1.93940
H -4.55659 -0.08199 3.35839
C -2.57870 -0.91741 3.72135
H -2.85769 -0.85718 4.77751
H -1.73642 -0.25143 3.54661
H -0.82972 0.10405 1.22250
```

- HOMO: -9.09 eV
- Charge: 0

Computed Mulliken charges, given in elementary charges: -0.6948, 0.0453, 0.3327, -1.2242, 0.4233, -0.3019, -0.4814, -0.6081, -0.3621, 0.4949, 0.4487, 0.5910, 0.5917, 0.3505, -0.4892, -1.2146, 0.4476, 0.4603, 1.2158, -0.6878, -0.6743, -0.9130, -0.0910, 0.2169, 0.0817, 0.5102, 0.3561, 0.5058, -0.6147, 0.4084, -0.1592, -0.3595, -0.9581, -0.0397, 0.5277, 0.4571, 0.5415, 1.2484, -0.6903, -0.7453, 0.0043, -0.7993, 0.3852, 0.3740, -0.5153, 0.1930, 0.3988, -0.2426, 0.0321, 0.4314, -0.7673, 0.4086, 0.3111, 0.8396

(4)
Below is a single C6H7F molecule, with properties calculated with wB97M-V/def2-TZVPD.

XYZ file:
```
14
C6H7F (wB97M-V/def2-TZVPD)
C -0.88062 -0.66075 0.02989
C -2.05115 -0.81598 -0.07510
C 1.67965 0.16943 -0.42424
C 0.76554 -0.63762 0.08709
C -3.49175 -0.59720 -0.10252
C 3.23800 -0.13838 -0.24848
F 1.11940 -1.80997 0.68134
H 1.58778 1.04297 -1.08923
H -3.80779 0.26691 0.43406
H -3.81509 -0.40352 -1.15332
H -4.00426 -1.53783 0.28674
H 3.33753 -1.20697 -0.63631
H 3.64559 0.50592 -1.09970
H 3.55382 0.03716 0.73820
```

- HOMO: -9.29 eV
- Charge: 0

Computed Mulliken charges, given in elementary charges: -0.4370, 0.8250, -0.3436, 0.1261, -1.1070, -0.8111, -0.2351, 0.3119, 0.3040, 0.2778, 0.2673, 0.2475, 0.2733, 0.3009

Calculated electronic energy in order - -140244.7688 -19263.4668 -58064.1339 -9049.2457 eV
Calculated max |F| in order - 3.1 2.4 1.2 6.5 eV Å⁻¹
Calculated Kohn-Sham gap in order - 6.881 8.695 9.318 10.260 eV